Record 1
{"formula": "C25H30Cl12N4O8", "method": "the ωB97M-V functional and the def2-TZVPD basis", "e_lumo_ev": [-3.84, -8.04], "spin_multiplicity": 2, "charge": 1, "s_squared": 0.77, "total_energy_ev": -198998.1413, "gap_ev": [7.856, 3.655], "homo_energy_ev": [-11.7, -11.7], "elements": ["C", "Cl", "Cl", "Cl", "Cl", "C", "Cl", "Cl", "Cl", "Cl", "C", "Cl", "Cl", "Cl", "Cl", "C", "N", "O", "O", "H", "H", "H", "C", "N", "O", "O", "H", "H", "H", "C", "N", "O", "O", "H", "H", "H", "C", "N", "O", "O", "H", "H", "H", "C", "C", "C", "C", "C", "C", "H", "H", "H", "H", "H", "H", "C", "C", "C", "C", "C", "C", "H", "H", "H", "H", "H", "H", "C", "C", "C", "C", "C", "C", "H", "H", "H", "H", "H", "H"], "coordinates": [[3.408, 0.979, -4.756], [3.572, -0.336, -3.533], [2.999, 0.255, -6.388], [2.167, 2.142, -4.175], [4.968, 1.844, -4.913], [-3.228, 3.087, 2.738], [-1.776, 3.987, 1.999], [-4.248, 4.226, 3.764], [-4.229, 2.218, 1.462], [-2.612, 1.913, 3.830], [3.751, -4.619, -0.599], [5.315, -3.903, -1.135], [3.724, -6.383, -0.822], [3.270, -4.059, 1.068], [2.498, -4.016, -1.686], [1.092, 5.817, -2.581], [0.069, 4.836, -2.302], [-0.055, 3.917, -3.060], [-0.556, 5.014, -1.265], [0.912, 6.582, -3.336], [1.938, 5.192, -2.865], [1.396, 6.240, -1.624], [-0.569, -4.649, 2.813], [-0.346, -5.571, 1.663], [-1.348, -5.904, 1.100], [0.775, -5.939, 1.382], [0.297, -4.134, 3.230], [-1.046, -5.153, 3.653], [-1.236, -3.867, 2.451], [0.115, -0.637, 3.792], [1.307, -0.956, 3.064], [2.238, -0.190, 3.246], [1.430, -2.093, 2.558], [0.159, 0.397, 4.134], [-0.018, -1.360, 4.597], [-0.803, -0.748, 3.215], [-1.927, 1.971, -5.115], [-0.839, 1.044, -5.610], [-0.353, 1.186, -6.753], [-0.435, 0.173, -4.772], [-2.341, 1.552, -4.199], [-2.757, 2.150, -5.798], [-1.596, 2.991, -4.922], [-4.733, -2.179, 4.435], [-4.442, -3.534, 4.577], [-4.011, -4.304, 3.494], [-3.848, -3.689, 2.262], [-4.219, -2.275, 2.065], [-4.663, -1.558, 3.154], [-4.923, -1.529, 5.276], [-4.590, -3.986, 5.547], [-3.717, -5.302, 3.788], [-3.481, -4.327, 1.471], [-4.153, -1.820, 1.088], [-4.807, -0.488, 3.173], [-0.074, 0.534, -1.194], [-0.799, 0.631, -0.005], [-1.368, -0.548, 0.489], [-1.003, -1.780, -0.010], [-0.224, -1.904, -1.182], [0.284, -0.689, -1.700], [0.285, 1.491, -1.540], [-0.922, 1.616, 0.420], [-2.026, -0.459, 1.341], [-1.294, -2.686, 0.501], [0.136, -2.832, -1.602], [0.833, -0.770, -2.626], [4.741, 3.350, -1.238], [4.363, 2.041, -0.925], [3.191, 1.775, -0.178], [2.381, 2.885, 0.195], [2.721, 4.121, -0.208], [3.880, 4.375, -0.935], [5.615, 3.529, -1.846], [4.964, 1.206, -1.253], [2.875, 0.755, -0.017], [1.435, 2.812, 0.712], [2.223, 5.008, 0.155], [4.291, 5.329, -1.232]]}


Record 2
{"formula": "C25H30Cl3O7Tb", "method": "the ωB97M-V functional and the def2-TZVPD basis", "e_lumo_ev": 4.15, "spin_multiplicity": 7, "charge": -2, "s_squared": 12.62, "total_energy_ev": -100743.6534, "gap_ev": 2.101, "homo_energy_ev": 2.1, "elements": ["C", "C", "C", "C", "H", "H", "C", "H", "H", "C", "H", "H", "C", "C", "C", "O", "O", "O", "O", "C", "H", "H", "H", "C", "H", "H", "H", "O", "H", "H", "C", "C", "H", "H", "H", "H", "H", "H", "Tb", "C", "C", "C", "H", "C", "C", "H", "H", "H", "H", "C", "C", "C", "H", "C", "C", "H", "H", "H", "H", "Cl", "C", "Cl", "Cl", "C", "O", "O"], "coordinates": [[-3.198, -1.258, -0.512], [-2.410, -0.019, -0.069], [-2.231, -2.161, -1.293], [-0.947, -1.317, -1.644], [-2.734, -2.480, -2.211], [-1.994, -3.055, -0.700], [-1.367, 0.179, -1.139], [-1.961, -0.197, 0.920], [-3.077, 0.848, 0.022], [-0.518, 1.446, -0.839], [-1.947, 0.499, -2.029], [-0.885, -1.238, -2.750], [0.267, -2.035, -1.228], [-3.859, -1.952, 0.663], [-4.417, -0.940, -1.386], [-4.767, -1.620, -2.340], [-3.362, -2.016, 1.783], [-5.063, -2.457, 0.356], [-5.110, 0.143, -1.004], [-6.306, 0.282, -1.781], [-6.823, 1.139, -1.363], [-6.909, -0.627, -1.692], [-6.059, 0.442, -2.835], [-5.689, -3.090, 1.465], [-5.022, -3.832, 1.915], [-6.580, -3.555, 1.056], [-5.950, -2.342, 2.221], [0.566, 1.488, 0.023], [-1.261, 2.178, -0.456], [-0.204, 1.863, -1.812], [1.485, -1.938, -2.062], [0.362, -2.486, 0.175], [0.189, -3.575, 0.285], [-0.374, -1.966, 0.807], [1.353, -2.259, 0.602], [2.395, -1.870, -1.448], [1.471, -1.013, -2.662], [1.594, -2.789, -2.759], [2.434, 1.329, 0.741], [4.170, 3.280, -0.540], [3.289, 3.116, -1.657], [1.998, 3.585, -1.261], [3.568, 2.761, -2.646], [2.062, 3.987, 0.112], [3.415, 3.814, 0.559], [3.819, 4.145, 1.513], [5.242, 3.119, -0.554], [1.131, 3.677, -1.913], [1.246, 4.403, 0.699], [2.693, 0.086, 3.056], [3.063, 1.452, 3.258], [1.899, 2.263, 3.065], [4.042, 1.805, 3.579], [0.810, 1.398, 2.740], [1.296, 0.047, 2.728], [0.686, -0.849, 2.637], [3.325, -0.785, 3.217], [1.841, 3.342, 3.194], [-0.231, 1.693, 2.617], [7.633, -0.145, 0.592], [6.161, -0.904, -0.055], [6.232, -0.969, -1.838], [5.958, -2.537, 0.639], [4.861, -0.057, 0.324], [4.981, 1.010, 0.991], [3.716, -0.484, -0.077]]}